{
  "formula": "C26H50NP3ReS",
  "method": "ωB97M-V with the def2-TZVPD basis set",
  "symbols": ["Re", "P", "P", "P", "H", "C", "C", "H", "C", "C", "C", "C", "C", "C", "C", "C", "C", "H", "H", "H", "H", "H", "H", "H", "H", "H", "H", "H", "H", "H", "H", "H", "H", "H", "H", "H", "H", "H", "H", "H", "H", "H", "H", "H", "H", "H", "C", "C", "C", "C", "C", "C", "S", "H", "H", "H", "H", "H", "H", "C", "N", "C", "C", "C", "C", "C", "C", "C", "C", "H", "H", "H", "H", "H", "H", "H", "H", "H", "H", "H", "H", "H"],
  "coordinates": [[0.29, -0.30, -0.02], [-0.47, 1.57, 1.17], [-1.90, -0.75, -0.70], [2.32, 0.88, -0.45], [0.13, -2.34, -7.81], [1.20, -2.51, -7.61], [1.54, -3.66, -7.03], [0.75, -4.37, -6.75], [-1.16, 2.97, 0.19], [-1.79, 1.19, 2.38], [0.65, 2.56, 2.26], [-2.22, -2.07, -1.94], [-3.03, -1.35, 0.64], [-2.96, 0.57, -1.44], [3.55, 0.20, -1.65], [3.49, 1.02, 0.97], [2.17, 2.60, -1.08], [1.90, -1.74, -7.94], [2.58, -3.96, -6.86], [-1.46, 3.75, 0.89], [-2.03, 2.66, -0.40], [-0.40, 3.38, -0.48], [-1.92, 2.06, 3.04], [-1.51, 0.32, 3.00], [-2.74, 0.98, 1.88], [0.01, 3.28, 2.79], [1.40, 3.12, 1.69], [1.16, 1.93, 3.01], [-3.28, -2.08, -2.22], [-1.93, -3.05, -1.54], [-1.65, -1.90, -2.85], [-3.98, -0.80, 0.60], [-2.59, -1.22, 1.63], [-3.23, -2.42, 0.50], [-3.68, 0.11, -2.13], [-2.34, 1.29, -2.00], [-3.51, 1.11, -0.66], [4.44, 0.85, -1.64], [3.17, 0.18, -2.67], [3.86, -0.81, -1.36], [4.45, 1.42, 0.61], [3.68, 0.03, 1.40], [3.12, 1.69, 1.75], [3.11, 2.90, -1.56], [1.95, 3.32, -0.28], [1.37, 2.67, -1.83], [0.76, -1.35, -3.29], [0.76, -0.06, -3.85], [0.18, 0.10, -5.11], [-0.40, -1.00, -5.76], [-0.45, -2.27, -5.16], [0.31, -2.48, -4.02], [1.19, -1.72, -1.66], [-0.09, 0.48, -1.39], [1.17, 0.76, -3.28], [0.20, 1.08, -5.60], [-0.72, -0.88, -6.79], [-0.93, -3.13, -5.66], [0.58, -3.47, -3.66], [3.13, -2.13, 3.37], [2.37, -1.11, 4.14], [3.28, -0.08, 4.70], [1.21, -0.53, 3.35], [0.37, -1.65, 2.85], [-0.20, -2.50, 3.81], [-0.80, -3.69, 3.41], [-0.77, -4.06, 2.06], [-0.24, -3.19, 1.09], [0.22, -1.91, 1.47], [3.52, -1.69, 2.44], [2.50, -2.99, 3.16], [3.97, -2.47, 4.00], [1.92, -1.61, 4.94], [3.75, 0.50, 3.90], [2.72, 0.58, 5.35], [4.05, -0.60, 5.29], [0.69, 0.16, 4.03], [1.67, 0.07, 2.55], [-0.16, -2.22, 4.87], [-1.20, -4.37, 4.16], [-1.17, -5.03, 1.74], [-0.15, -3.49, 0.03]],
  "mulliken_charge": [1.027, 0.687, 0.819, 0.516, 0.378, -0.144, -0.318, 0.307, -1.098, -1.158, -1.315, -1.523, -1.440, -1.665, -1.535, -1.067, -1.400, 0.332, 0.316, 0.506, 0.309, 0.268, 0.596, 0.120, 0.447, 0.666, 0.406, 0.162, 0.638, 0.407, 0.258, 0.480, 0.286, 0.473, 0.581, 0.375, 0.514, 0.578, 0.390, 0.484, 0.711, 0.088, 0.293, 0.558, 0.430, 0.290, 0.839, 0.088, -1.003, -0.692, -1.121, -0.629, -0.211, -0.289, 0.316, 0.538, 0.849, 0.629, 0.522, -0.493, 0.062, -0.712, 0.394, -0.099, -0.932, -1.063, -0.805, -0.339, 1.225, 0.173, 0.265, 0.489, 0.481, 0.285, 0.368, 0.398, 0.670, -1.354, 0.527, 0.517, 0.489, 0.583],
  "charge": 4,
  "spin_multiplicity": 4,
  "homo_ev": [-19.1, -19.3],
  "homo_lumo_gap_ev": [5.86, 4.57],
  "s2": 3.808,
  "relative_energy_kj_mol": 0.0
}